[1]
{
  "formula": "C11H12N2O2S",
  "method": "wB97M-V/def2-TZVPD",
  "lumo_energy_ev": 0.394,
  "relative_energy_kcal_mol": 225.8,
  "e_tot_ha": -1084.2190,
  "species": ["S", "O", "O", "N", "N", "C", "C", "C", "C", "C", "C", "C", "C", "C", "C", "C", "H", "H", "H", "H", "H", "H", "H", "H", "H", "H", "H", "H"],
  "xyz": [[0.020, -2.835, -0.825], [2.049, 1.368, -2.666], [-0.003, 2.440, -0.717], [0.950, -0.494, -1.736], [0.437, -0.889, 0.657], [-1.020, -4.129, 2.679], [-1.091, 4.215, -1.723], [-0.971, -2.829, 3.514], [-0.233, -2.985, 0.741], [1.487, 0.918, -1.682], [-0.318, -1.762, 2.588], [1.006, 1.783, -0.457], [0.146, 3.408, -1.608], [0.057, -1.925, 1.212], [-0.985, -4.165, 1.316], [0.500, -1.202, -0.702], [-1.028, -5.014, 0.879], [1.236, 1.183, 0.359], [-1.165, 5.161, -2.340], [1.339, -0.930, -2.608], [-1.520, -5.064, 3.200], [-1.902, 3.444, -2.235], [-0.127, -0.844, 3.220], [2.180, 2.343, -0.494], [0.316, 3.045, -2.904], [-1.456, 4.553, -0.786], [0.947, 4.040, -1.346], [-0.850, -2.833, 4.467]]
}

***

[2]
{
  "formula": "C14H10F13NO4",
  "method": "wB97M-V/def2-TZVPD",
  "lumo_energy_ev": -0.448,
  "relative_energy_kcal_mol": 143.5,
  "e_tot_ha": -2193.2235,
  "species": ["F", "F", "F", "F", "F", "F", "F", "F", "F", "F", "F", "F", "F", "O", "O", "O", "O", "N", "C", "C", "C", "C", "C", "C", "C", "C", "C", "C", "C", "C", "C", "C", "H", "H", "H", "H", "H", "H", "H", "H", "H", "H"],
  "xyz": [[-3.202, 1.430, 0.760], [-2.788, -3.405, -3.940], [-2.730, -2.211, -6.403], [-1.361, -4.327, -5.291], [-3.171, -1.048, -2.772], [-2.244, -0.605, 1.325], [-0.278, -0.612, -3.091], [2.243, 3.226, 0.565], [-0.125, -0.913, -0.962], [3.197, 3.477, 2.646], [-1.901, -0.843, -4.949], [-2.323, 0.693, -1.789], [-3.780, 0.420, 2.809], [5.459, 2.311, 1.321], [5.101, 0.757, 2.994], [-0.848, -2.598, -2.198], [3.271, 1.376, 1.516], [4.512, -0.489, 2.748], [1.094, 2.263, 2.501], [-0.376, 2.352, 4.767], [-1.604, -3.196, -4.561], [-0.892, -1.194, -2.042], [-1.472, 1.343, 2.578], [0.957, 2.636, 4.002], [-0.491, -3.109, -3.494], [4.641, 1.567, 1.885], [-2.735, 0.643, 1.855], [-2.314, -0.662, -1.803], [-1.616, 1.723, 4.086], [-1.691, -2.027, -5.547], [-0.143, 1.607, 1.782], [2.493, 2.543, 1.795], [-0.779, -1.956, -6.145], [-2.704, -1.021, -0.850], [0.413, -2.629, -3.880], [-2.558, 1.534, 4.703], [4.739, -0.789, 1.776], [4.907, -1.177, 3.406], [1.788, 3.128, 4.631], [-0.433, 2.613, 5.883], [-0.068, 1.307, 0.674], [-0.190, -4.140, -3.291]]
}

***

[3]
{
  "formula": "CHFIN",
  "method": "wB97M-V/def2-TZVPD",
  "lumo_energy_ev": [-0.871, -0.878],
  "relative_energy_kcal_mol": 100.5,
  "e_tot_ha": -490.8309,
  "species": ["I", "F", "N", "C", "H"],
  "xyz": [[-1.672, -1.233, 0.044], [1.138, -1.107, -0.801], [0.633, 1.308, 0.392], [0.271, -0.403, -0.225], [-0.370, 1.435, 0.591]]
}